[1]
{
  "formula": "C4H4O",
  "method": "ωB97M-V/def2-TZVPD",
  "species": ["C", "H", "C", "C", "H", "H", "O", "C", "H"],
  "positions_angstrom": [[0.431697, 0.041113, 1.521928], [-1.174053, 1.160528, -0.763012], [-2.189564, 0.574246, -0.857823], [0.866600, -0.256170, 0.367226], [0.324034, -0.625060, -0.441124], [-3.001862, 1.041298, -1.365349], [-2.437289, -1.689258, 0.064752], [-2.296375, -0.627821, -0.358531], [1.863834, -0.171790, 0.317277]],
  "forces_ev_per_a": [[-1.80, 0.65, 2.58], [-2.33, -1.45, -0.10], [2.77, 1.50, 0.25], [-0.92, -0.30, -0.24], [-1.02, -0.59, -1.34], [-0.43, 0.05, -0.18], [0.07, -0.62, 0.29], [-0.26, 0.57, -0.28], [3.92, 0.18, -0.97]],
  "mulliken_charge": [-0.038, 0.228, -0.835, -0.532, 0.248, 0.276, -0.327, 0.686, 0.294],
  "multiplicity": 3,
  "e_tot_ha": -229.76887,
  "relative_energy_kcal_mol": 68.9,
  "homo_lumo_gap_ha": [0.350, 0.251],
  "s_squared": 2.0321
}



[2]
{
  "formula": "C45H50F3N6O5RbS",
  "method": "ωB97M-V/def2-TZVPD",
  "species": ["C", "C", "H", "C", "H", "H", "C", "C", "C", "H", "C", "O", "C", "H", "C", "H", "N", "C", "C", "C", "H", "H", "H", "H", "N", "H", "C", "F", "O", "C", "C", "H", "C", "H", "O", "H", "H", "H", "H", "H", "C", "H", "C", "C", "H", "F", "C", "C", "C", "H", "O", "H", "H", "H", "H", "C", "H", "N", "H", "N", "H", "N", "H", "H", "C", "H", "C", "H", "C", "C", "H", "C", "H", "C", "C", "Rb", "H", "C", "H", "H", "H", "C", "H", "C", "H", "O", "H", "H", "H", "C", "C", "H", "S", "H", "C", "H", "C", "C", "C", "H", "C", "C", "H", "C", "N", "C", "C", "H", "H", "F", "C"],
  "positions_angstrom": [[-0.362760, 3.611332, 0.129427], [-3.033609, 2.134057, -1.777394], [3.408119, -1.222242, 2.297869], [2.527366, -3.317866, -2.024849], [-2.804845, 1.123782, -1.460735], [4.074676, -5.253823, 1.356086], [-0.292165, -0.474421, -5.416750], [1.044026, -0.843472, -5.521302], [-3.746010, 2.385571, -2.944987], [-1.660238, -4.263793, 0.737364], [-2.080662, -3.271536, 0.964043], [3.146525, 0.199661, 5.071440], [-3.565990, 4.741631, -2.555303], [6.309042, -3.690962, 2.154272], [5.270175, -3.084024, -1.817377], [-5.224722, -0.059153, 1.570029], [2.069755, -2.701019, 1.890407], [1.014388, 3.344109, -3.381224], [-4.207179, 4.476000, 2.813541], [-1.990639, -2.449909, -0.331927], [-4.395128, -2.007599, 0.357813], [3.359398, 0.556133, -0.757637], [-5.166717, 4.982977, 2.814630], [-0.546208, 4.691063, 0.116176], [-3.320104, -0.252669, 2.397538], [1.412134, -5.893259, 1.148647], [-4.175884, -0.039312, 1.247499], [4.096345, 2.926230, 4.219488], [1.071607, 0.742574, 3.868574], [3.082580, -2.040788, -1.899611], [2.003103, 1.714222, -1.933637], [0.898169, 3.801053, -4.357658], [-1.743845, 2.845425, 0.274201], [-4.184898, 4.278239, 0.686214], [1.322678, -1.019916, -0.714895], [-2.058778, -0.352310, -0.107194], [2.859980, -5.427622, -2.153145], [-2.328268, -3.176808, 3.864025], [-0.745434, -1.962204, 1.747292], [1.447138, -3.399700, -2.076267], [1.085528, -4.855940, 1.248989], [4.934240, -0.976816, -1.667947], [-3.557523, 4.217024, 4.007619], [-0.078043, -0.440138, -3.015724], [-0.423504, 4.617298, -2.410694], [2.271252, 3.025965, 5.363154], [2.091677, -0.857196, -1.802362], [0.283357, 3.805932, -2.300776], [-2.421791, 3.412096, 1.556667], [-0.486352, -0.272702, -2.024411], [3.168806, 0.598004, 2.654735], [2.437939, 1.866325, -4.030942], [-0.883076, 2.551466, 2.787497], [-1.886871, 0.023378, -4.062377], [5.904893, -2.114432, 2.846472], [4.271481, -3.126436, 1.894886], [0.199815, 3.390853, 1.038296], [-2.631621, -1.155690, -0.359541], [-1.830295, 3.293126, 4.903706], [1.326982, 2.196208, -0.885918], [-4.085686, 1.552587, -3.551305], [-1.377639, -2.670771, 2.078275], [6.076546, -2.297296, 1.096554], [-3.126304, -3.450007, 1.233584], [2.886698, 0.511449, -1.742208], [-3.869864, -1.402125, 4.072880], [-0.848579, -0.274844, -4.158721], [0.647463, -4.541607, 0.298414], [3.620605, -4.302178, 1.585934], [4.706027, -4.338979, -1.961282], [0.300152, -4.786868, 2.002312], [1.878449, 2.281621, -3.202605], [-0.895248, -0.343408, -6.308491], [-2.854604, 4.483914, -1.392043], [2.243687, -3.975904, 1.593430], [0.765036, 0.369710, 1.294004], [-2.382265, -3.086302, -1.140305], [-2.579842, 3.177852, -0.981310], [-4.569064, 3.880584, -4.254157], [-4.134710, -2.189539, 2.535497], [-2.503249, 5.317758, -0.792235], [-1.795910, 3.134557, 2.775864], [-2.365753, -0.040754, 2.131411], [0.451124, 3.194111, -1.060909], [1.488154, -1.008159, -6.497554], [-1.552986, 1.518588, 0.434735], [-4.654084, -0.665833, -0.733452], [-0.928121, -2.292452, -0.553356], [6.346434, -2.979240, -1.727148], [5.719653, -2.785961, 2.005735], [-4.001831, -1.022622, 0.080148], [3.669508, 0.549693, -2.508428], [2.515323, 0.823325, 3.939274], [5.331163, -5.224550, -1.981879], [4.463529, -1.946196, -1.785213], [-3.965185, 0.966944, 0.883921], [1.262058, -0.798553, -3.110855], [1.812206, -1.001548, -4.373913], [2.792712, 2.623892, 4.199803], [-3.765204, 5.766235, -2.850750], [-2.110415, -2.282500, 3.264350], [-3.642361, 4.079844, 1.601817], [-1.437761, -1.668938, 3.870649], [-4.017623, 3.687150, -3.341025], [3.304343, -2.211077, 2.081358], [-2.343711, 3.536679, 3.980541], [3.320399, -4.449795, -2.060223], [2.856111, -1.290135, -4.459508], [-3.995920, 4.519993, 4.952003], [2.222277, 3.339988, 3.229017], [-3.435744, -1.536311, 3.071358]],
  "forces_ev_per_a": [[-0.08, 0.10, 0.15], [-0.04, 0.02, 0.01], [0.03, -0.09, -0.03], [0.01, -0.01, 0.02], [0.04, 0.01, -0.03], [-0.02, 0.03, -0.01], [0.01, 0.00, 0.02], [-0.01, 0.01, 0.02], [-0.01, -0.03, 0.01], [-0.02, 0.03, 0.00], [-0.07, -0.03, -0.04], [0.05, 0.00, 0.05], [0.00, -0.02, 0.03], [-0.01, 0.00, -0.01], [0.00, 0.00, 0.01], [-0.02, -0.01, -0.01], [-0.03, 0.07, 0.24], [0.01, 0.02, 0.00], [0.02, 0.00, -0.03], [0.06, -0.03, -0.02], [0.03, 0.00, 0.00], [-0.02, -0.03, 0.00], [0.01, -0.01, 0.00], [0.06, -0.01, -0.07], [0.04, -0.16, 0.12], [-0.02, 0.01, 0.02], [-0.04, 0.03, 0.07], [0.22, 0.05, -0.01], [0.12, 0.09, 0.78], [-0.01, -0.02, 0.02], [0.02, 0.04, -0.05], [-0.01, -0.01, 0.00], [0.02, -0.19, 0.09], [0.01, 0.00, 0.02], [0.12, -0.27, -0.68], [0.01, -0.06, 0.04], [0.00, 0.00, 0.00], [-0.02, -0.01, 0.02], [0.19, 0.03, 0.09], [0.01, 0.02, 0.01], [0.02, 0.02, -0.01], [-0.02, -0.03, 0.01], [0.02, 0.00, 0.01], [-0.01, 0.00, 0.02], [0.01, -0.01, -0.01], [-0.10, 0.09, 0.22], [-0.09, -0.02, 0.04], [-0.03, 0.01, 0.00], [-0.02, 0.01, -0.01], [0.00, -0.02, -0.06], [0.30, 0.04, 0.20], [-0.01, 0.00, -0.01], [0.01, 0.05, -0.03], [0.02, -0.01, 0.00], [-0.02, 0.00, -0.01], [-0.08, -0.07, 0.04], [0.03, 0.02, -0.03], [-0.03, 0.09, -0.04], [-0.01, 0.01, -0.01], [-0.03, -0.09, -0.10], [0.00, 0.01, 0.00], [-0.11, -0.03, -0.08], [0.00, 0.01, -0.01], [0.00, 0.02, 0.00], [0.05, 0.13, 0.01], [-0.01, 0.01, 0.03], [-0.01, -0.01, 0.02], [0.03, 0.00, 0.00], [0.00, -0.01, -0.02], [0.00, 0.01, 0.00], [0.02, 0.02, 0.01], [0.00, 0.00, 0.03], [0.01, 0.00, 0.00], [-0.03, 0.01, 0.00], [0.13, -0.03, -0.11], [-0.56, -0.12, -0.48], [-0.04, 0.01, -0.02], [0.03, 0.05, 0.00], [0.00, 0.00, 0.00], [-0.02, 0.01, -0.02], [-0.02, -0.02, -0.01], [-0.01, -0.02, 0.01], [0.00, 0.13, -0.01], [0.01, -0.07, -0.03], [0.00, 0.00, 0.00], [-0.03, 0.05, -0.11], [0.00, 0.00, -0.04], [0.00, 0.05, -0.04], [0.00, -0.01, 0.01], [0.00, 0.00, 0.00], [-0.01, -0.08, 0.01], [-0.04, -0.04, 0.00], [0.06, 0.12, 0.27], [0.00, 0.00, 0.00], [0.02, 0.03, -0.02], [0.02, 0.00, 0.01], [0.03, 0.01, -0.04], [0.01, -0.01, 0.01], [-0.01, -0.23, -0.02], [0.00, 0.00, 0.00], [-0.03, 0.06, -0.03], [0.02, -0.02, -0.01], [-0.02, 0.01, -0.01], [0.02, -0.01, 0.00], [-0.02, 0.07, -0.09], [-0.02, -0.03, 0.01], [-0.01, 0.03, -0.01], [-0.02, 0.00, 0.00], [0.00, 0.00, -0.01], [-0.08, 0.14, -0.18], [-0.02, 0.08, -0.04]],
  "mulliken_charge": [-1.128, -0.242, 0.020, 0.071, 0.794, 0.322, -0.870, -0.720, -1.136, 0.544, -0.994, -0.697, -0.898, 0.383, -0.805, 0.533, -0.329, -1.167, -0.978, -0.367, 0.523, 0.665, 0.383, 0.701, 0.166, 0.382, -0.203, -0.249, -0.860, -0.597, -0.465, 0.394, 1.257, 0.369, -0.067, -0.787, 0.339, 0.356, -0.454, 0.326, -0.957, 0.356, -0.529, 0.490, 0.453, -0.252, 2.332, -0.307, 0.050, 0.252, -0.919, 0.399, 0.004, 0.424, 0.384, 0.802, 0.437, 0.655, 0.428, 0.558, 0.430, 0.442, 0.210, 0.536, -1.676, 0.441, -0.592, -0.003, -1.220, -0.490, 0.296, -0.450, 0.354, 0.387, 0.769, 1.031, 0.313, -0.701, 0.369, 0.248, 0.444, -0.192, -0.063, -0.045, 0.374, 0.137, 0.517, -0.072, 0.374, -1.487, -1.079, 0.576, 1.030, 0.375, -0.204, -0.303, -0.550, -0.511, 0.507, 0.361, -0.951, -0.144, 0.317, -0.772, 0.592, -0.788, -0.693, 0.390, 0.355, -0.177, -0.588],
  "charge": -2,
  "multiplicity": 1,
  "e_tot_ha": -3171.52109,
  "relative_energy_kcal_mol": 21.7,
  "homo_lumo_gap_ha": 0.234
}